ORCA calculation (the ωB97M-V functional and the def2-TZVPD basis) on 3 unconnected molecules or ions with the total composition C18H26BrO5P.

```
! wB97M-V def2-TZVPD RIJCOSX def2/J DEFGRID3
* xyz 0 1
Br 4.00 3.21 1.35
P 2.44 2.22 2.59
O 0.88 -2.47 1.48
O 2.06 1.78 -0.73
O 1.21 3.32 2.48
O 2.34 -1.86 5.19
O -2.85 2.29 -5.20
C 1.38 -0.23 2.06
C 4.39 -2.02 6.54
C 0.14 0.42 -0.44
C -0.20 -0.79 0.18
C 2.97 -1.50 6.41
C 1.71 0.93 1.48
C -2.15 3.08 -6.15
C -1.81 0.26 -1.82
C -3.75 1.34 -5.74
C 1.38 1.13 0.02
C -3.10 0.30 -6.63
C 1.32 -3.95 5.99
C -1.34 -1.48 -0.21
C 2.18 -3.25 4.96
C -2.15 -0.94 -1.20
C -3.05 3.95 -7.01
C 0.69 -1.29 1.26
C -0.66 0.94 -1.45
H -3.05 -1.45 -1.50
H 1.57 -0.44 3.11
H -4.20 0.85 -4.88
H -2.45 4.63 -7.61
H -2.72 0.73 -7.56
H 4.42 -3.11 6.64
H 0.47 2.98 1.98
H 1.80 -3.99 6.97
H 1.13 -4.98 5.67
H -3.73 4.54 -6.39
H 3.16 -3.74 4.87
H 1.71 -3.31 3.97
H -1.49 3.72 -5.55
H 4.98 -1.74 5.67
H -1.59 -2.41 0.27
H 2.37 -1.82 7.26
H -0.36 1.87 -1.91
H -2.43 0.70 -2.60
H 0.36 -3.44 6.10
H -1.50 2.46 -6.77
H 4.86 -1.60 7.43
H -3.66 3.35 -7.70
H -3.83 -0.47 -6.90
H -4.57 1.85 -6.28
H 2.98 -0.41 6.41
H -2.26 -0.17 -6.11
*
```

Values from the calculation:
Kohn-Sham gap: 7.9 eV
structure (SMILES): O=C1C=C(P(O)Br)C(=O)c2ccccc21.CCOCC.CCOCC
HOMO energy: -9.024 eV
lowest unoccupied orbital energy: -1.2 eV

Results of the Löwdin charge analysis, in e, for atoms 1 through 8:
1. Br 0.29
2. P 0.57
3. O 0.13
4. O 0.08
5. O -0.38
6. O -0.18
7. O -0.17
8. C 0.01



ORCA calculation (the ωB97M-V functional and the def2-TZVPD basis) on a molecular structure, C44H62ClN4O3Pt.

```
! wB97M-V def2-TZVPD RIJCOSX def2/J DEFGRID3
* xyz 3 5
Pt 1.16 -0.30 -0.41
Cl -7.08 -1.44 6.32
O -0.22 -0.28 -1.87
O -1.72 -6.71 2.68
O 2.60 0.13 0.93
N 1.33 1.57 -0.86
N 0.93 -2.30 0.06
N 0.61 -4.45 -0.37
N 0.18 -4.16 0.88
C 0.54 3.17 -2.57
C -2.68 -5.14 -0.64
C 0.55 1.95 -1.94
C 4.23 6.16 2.27
C -2.74 -4.56 2.20
C -3.51 -2.28 4.94
C -0.51 4.81 -4.23
C -6.08 -3.45 4.88
C 3.21 4.19 1.08
C -0.04 4.80 -5.70
C -1.22 -7.15 -0.31
C 3.97 1.93 1.69
C -2.28 -6.26 0.33
C -4.53 -1.63 5.56
C 2.28 3.62 0.13
C 3.21 5.70 1.23
C 4.60 1.27 3.97
C 6.38 1.72 2.25
C -0.74 -1.08 -4.80
C -2.62 0.39 -5.50
C -5.84 -2.21 5.54
C 1.05 -3.32 -0.84
C 3.55 6.34 -0.13
C -2.61 -4.32 3.73
C 5.05 -0.37 2.13
C -1.79 -5.67 1.70
C -0.30 -5.27 1.71
C -0.27 0.87 -2.45
C -5.04 -4.07 4.27
C -2.00 5.19 -4.17
C -3.52 -7.15 0.57
C -1.81 -0.08 -4.30
C 4.98 1.12 2.48
C 1.80 6.13 1.68
C 4.03 3.34 1.77
C -0.36 3.42 -3.66
C 2.91 1.38 0.88
C 0.29 5.86 -3.46
C -1.07 1.07 -3.64
C -1.08 2.35 -4.18
C -2.78 -0.78 -3.32
C -3.72 -3.53 4.30
C 0.36 -2.86 1.12
C 2.17 2.26 -0.01
H -2.27 -1.23 -2.48
H 1.25 3.93 -2.31
H 1.49 5.61 2.58
H 2.81 6.10 -0.89
H 5.26 5.93 1.97
H -1.67 -7.72 -1.12
H 0.07 6.85 -3.86
H 0.03 5.87 -2.40
H 4.16 7.24 2.37
H 4.63 2.31 4.29
H -2.00 0.81 -6.29
H -0.19 5.79 -6.13
H 5.33 0.71 4.56
H 5.15 -0.54 1.05
H -2.51 -1.87 4.96
H 6.66 1.69 1.19
H -2.50 -7.26 2.62
H 1.02 4.56 -5.78
H -1.24 -1.88 -5.34
H -0.81 -7.87 0.40
H -3.29 -1.57 -3.87
H -2.60 -3.62 1.65
H -3.61 -4.65 -0.35
H 4.05 5.73 3.25
H -0.40 -6.58 -0.74
H -1.90 -4.37 -0.73
H -2.83 -5.56 -1.63
H -3.24 -8.13 0.98
H 7.10 1.12 2.80
H -4.38 -0.70 6.08
H 3.61 0.86 4.17
H -7.08 -3.86 4.89
H 4.77 3.77 2.43
H 1.05 5.97 0.90
H 4.19 -0.92 2.49
H -0.60 4.08 -6.30
H 0.17 -2.38 2.07
H 6.48 2.75 2.60
H -1.68 2.53 -5.05
H -4.01 -7.35 -0.38
H -4.27 -6.70 1.22
H -5.20 -5.03 3.78
H -3.75 -4.89 1.99
H -2.38 5.16 -3.15
H 3.56 7.42 -0.02
H 5.94 -0.78 2.60
H -3.53 -0.08 -2.95
H 1.64 4.29 -0.42
H 0.28 -6.12 1.37
H 1.37 5.71 -3.56
H -2.62 4.53 -4.79
H -2.12 6.21 -4.55
H -3.14 -0.46 -5.93
H 0.00 -5.08 2.74
H -3.38 1.13 -5.23
H -1.64 -3.91 4.00
H -0.04 -0.60 -5.48
H 1.82 7.20 1.90
H -2.67 -5.32 4.19
H 4.53 6.03 -0.49
H -0.19 -1.52 -3.97
H 1.52 -3.22 -1.80
*
```

Values from the calculation:
Kohn-Sham gap (spin up / spin down): 8.1 / 5.8 eV
HOMO energy (spin up / spin down): -15.168 / -16.522 eV
lowest unoccupied orbital energy (spin up / spin down): -7.1 / -10.8 eV

Results of the Löwdin charge analysis, in e, for atoms 1 through 8:
1. Pt 1.28
2. Cl 0.95
3. O -0.15
4. O 0.00
5. O -0.13
6. N -0.03
7. N -0.10
8. N 0.15



ORCA calculation (the ωB97M-V functional and the def2-TZVPD basis) on a molecular structure, C9H35InNO8.

```
! wB97M-V def2-TZVPD RIJCOSX def2/J DEFGRID3
* xyz -1 1
In -3.37 -0.86 -1.01
O 5.58 0.33 2.58
O 2.94 -0.96 2.74
O 0.92 0.59 4.17
O -2.00 5.14 -0.41
O -1.14 -5.22 -0.03
O 3.42 2.46 1.82
O 2.18 5.10 1.11
O 0.89 -4.35 1.90
N -1.67 -2.20 -1.11
C -0.98 -1.97 -2.38
C 1.42 -2.61 -1.75
C 0.18 -2.92 -2.63
C -0.10 2.75 1.63
C -1.72 1.79 -1.20
C -0.24 1.72 -0.79
C -0.01 2.34 0.50
C -4.09 -0.44 -3.08
C -2.62 1.09 -0.17
H 2.45 2.53 1.81
H -1.40 4.49 -0.01
H 1.32 5.53 1.16
H -1.78 1.28 -2.16
H -4.68 -1.53 0.01
H 3.18 -0.45 1.96
H 0.47 -2.83 -3.68
H 2.31 -2.55 -2.37
H -2.00 2.82 -1.36
H 1.51 -0.05 3.74
H -2.13 5.82 0.26
H 0.50 -4.04 2.72
H -3.47 1.73 0.06
H -0.62 -0.93 -2.51
H 0.67 1.15 3.43
H -3.24 -0.21 -3.73
H -1.52 -4.64 -0.71
H 0.02 0.66 -0.69
H 1.29 -1.68 -1.20
H 2.13 4.59 0.29
H -0.13 -3.95 -2.44
H -1.02 -1.96 -0.36
H 5.20 0.42 3.45
H -1.71 -2.12 -3.18
H -4.75 0.43 -3.05
H 1.60 -3.42 -1.04
H -0.31 -4.79 0.18
H 3.40 -1.80 2.63
H 0.99 -5.30 2.03
H -2.09 0.92 0.77
H 3.68 3.06 2.52
H -0.24 3.18 2.60
H 5.04 0.91 2.03
H 0.38 2.22 -1.54
H -4.62 -1.29 -3.50
*
```

Values from the calculation:
Kohn-Sham gap: 6.4 eV
HOMO energy: -4.258 eV
lowest unoccupied orbital energy: 2.1 eV

Results of the Löwdin charge analysis, in e, for atoms 1 through 8:
1. In 0.61
2. O -0.07
3. O -0.05
4. O -0.08
5. O -0.06
6. O -0.10
7. O -0.06
8. O -0.06



ORCA calculation (the ωB97M-V functional and the def2-TZVPD basis) on a molecular structure, C24H60N4O12SSn.

```
! wB97M-V def2-TZVPD RIJCOSX def2/J DEFGRID3
* xyz 0 1
Sn -35.22 -16.84 -42.11
S -33.79 -16.46 -39.04
O -36.31 -20.80 -39.04
O -32.62 -20.93 -39.71
O -38.16 -18.38 -38.49
O -34.49 -15.97 -37.84
O -33.68 -15.56 -40.17
O -32.49 -16.97 -38.61
O -33.07 -20.37 -34.90
O -34.66 -17.59 -39.55
O -35.54 -17.36 -34.48
O -33.24 -18.40 -43.62
O -31.88 -11.85 -34.72
O -34.05 -12.31 -38.73
N -37.01 -16.30 -36.76
N -32.14 -19.18 -37.27
N -33.32 -13.89 -36.38
N -34.82 -19.89 -41.65
C -31.38 -13.12 -35.10
C -34.96 -12.68 -37.70
C -35.91 -16.01 -34.59
C -31.97 -19.47 -34.79
C -32.78 -22.21 -39.15
C -30.86 -11.01 -34.27
C -31.46 -20.23 -39.30
C -34.24 -12.74 -36.34
C -34.58 -12.36 -40.01
C -32.37 -17.79 -44.59
C -39.45 -18.80 -38.05
C -36.10 -20.68 -41.50
C -32.72 -19.54 -42.97
C -32.91 -21.34 -33.81
C -36.75 -20.15 -40.19
C -32.45 -14.17 -35.22
C -38.16 -16.01 -37.61
C -36.77 -22.11 -38.83
C -37.12 -15.76 -35.43
C -31.18 -20.21 -37.76
C -33.93 -20.42 -42.63
C -31.95 -18.48 -36.02
C -38.10 -16.98 -38.78
C -34.78 -17.65 -33.36
H -30.11 -11.46 -33.62
H -32.93 -20.89 -32.82
H -35.30 -13.68 -38.00
H -32.26 -19.36 -42.00
H -35.34 -17.44 -32.44
H -35.06 -12.91 -35.62
H -30.61 -20.73 -39.78
H -32.10 -18.45 -37.97
H -36.21 -15.90 -37.24
H -36.55 -19.10 -40.00
H -36.10 -15.60 -33.60
H -33.56 -21.35 -42.20
H -39.06 -16.34 -37.09
H -30.94 -18.05 -36.02
H -38.04 -15.97 -34.87
H -37.18 -17.08 -39.37
H -34.48 -18.68 -33.21
H -30.66 -13.51 -34.37
H -35.18 -15.32 -35.03
H -32.21 -18.44 -45.45
H -40.10 -18.48 -38.86
H -35.25 -11.49 -40.14
H -35.78 -21.71 -41.33
H -33.69 -22.09 -33.88
H -36.94 -22.20 -37.76
H -37.70 -22.32 -39.38
H -32.62 -17.64 -35.86
H -31.05 -20.05 -34.91
H -32.07 -15.19 -35.19
H -33.93 -12.04 -40.83
H -38.96 -16.67 -39.37
H -38.11 -14.94 -37.83
H -31.37 -17.66 -44.18
H -35.74 -11.92 -37.65
H -30.44 -10.38 -35.06
H -30.13 -19.94 -37.61
H -37.81 -20.35 -40.32
H -31.35 -10.28 -33.63
H -32.03 -19.99 -43.68
H -39.44 -19.89 -38.05
H -37.17 -14.66 -35.46
H -31.28 -21.20 -37.31
H -33.78 -11.81 -36.03
H -32.93 -16.86 -44.71
H -33.96 -16.91 -33.40
H -36.91 -20.62 -42.23
H -31.85 -22.76 -39.24
H -32.00 -18.83 -33.91
H -33.74 -14.71 -36.79
H -31.30 -19.22 -39.69
H -36.16 -22.92 -39.23
H -34.24 -19.99 -40.82
H -34.97 -13.36 -40.21
H -39.73 -18.42 -37.06
H -33.09 -22.04 -38.11
H -34.31 -20.67 -43.62
H -30.88 -12.95 -36.06
H -31.90 -21.74 -33.85
H -33.13 -14.04 -34.37
H -33.61 -22.75 -39.61
*
```

Values from the calculation:
Kohn-Sham gap: 4.1 eV
HOMO energy: -6.828 eV
lowest unoccupied orbital energy: -2.8 eV

Results of the Löwdin charge analysis, in e, for atoms 1 through 8:
1. Sn 1.55
2. S 0.25
3. O -0.15
4. O -0.22
5. O -0.22
6. O -0.35
7. O -0.45
8. O -0.33